[1]
Molecular formula: C24H52ClGeN2O2PdSi3Te
Method: DFT, ωB97M-V/def2-TZVPD

Structure (ORCA input):
```
! wB97M-V def2-TZVPD RIJCOSX def2/J DEFGRID3
* xyz 0 2
Pd -1.16495 -0.89875 0.27234
N -3.13599 -1.65661 -0.67481
C -2.98393 -2.93622 -1.41931
C -1.70479 -3.69569 -1.09198
C -1.72788 -4.46109 0.23786
C -1.08748 -3.77269 1.43328
N -1.61827 -2.41372 1.70107
H -3.93599 -1.70451 -0.05403
H -3.39094 -0.93544 -1.35300
H -3.02599 -2.70587 -2.48347
H -3.84091 -3.58374 -1.21570
H -0.85702 -2.99951 -1.11656
H -1.53564 -4.40664 -1.90301
H -1.19427 -5.40745 0.12314
H -2.75969 -4.73461 0.48722
H -0.01350 -3.67188 1.27983
H -1.23707 -4.39519 2.31793
H -1.30919 -2.10465 2.61707
H -2.63319 -2.45020 1.73588
Cl -4.27331 -2.43705 -3.81118
C -3.02373 -0.33200 -4.47453
C -2.49565 0.01536 -3.21774
O -1.15589 -0.34360 -3.07550
O -3.08535 0.50329 -2.26240
H -3.99482 0.04729 -4.73675
H -2.39860 -0.78779 -5.22242
C -0.05534 -0.42620 4.71722
Si 1.18876 -1.40526 3.67813
C 2.96284 -1.09181 4.24284
C 0.86923 -3.22416 4.07844
Ge 1.02106 -0.68594 1.36848
Si 1.45063 1.66947 1.69713
C 1.99808 2.59434 0.13359
C -0.13137 2.41223 2.40890
C 2.76795 2.05917 2.98514
Si 2.69534 -1.84433 0.08260
C 4.30781 -0.90258 0.29570
C 2.34127 -2.04441 -1.75077
C 2.94017 -3.57412 0.78017
H -0.60091 -1.09184 5.39066
H -0.78480 0.10225 4.10109
H 0.44440 0.32164 5.33695
H 3.29293 -1.93010 4.86040
H 3.04551 -0.18583 4.84120
H 3.66124 -1.00023 3.41001
H 1.32461 -3.43399 5.05019
H 1.29943 -3.91654 3.35435
H -0.19455 -3.45020 4.17842
H 1.25014 3.31782 -0.19910
H 2.25721 1.95846 -0.71487
H 2.90070 3.15787 0.38474
H -1.03252 1.88771 2.08887
H -0.23173 3.46652 2.13906
H -0.08593 2.35757 3.49875
H 3.74088 1.61676 2.76402
H 2.46480 1.75013 3.98488
H 2.89093 3.14668 3.00242
H 4.20473 0.13401 -0.03353
H 5.10381 -1.36462 -0.29490
H 4.63042 -0.89365 1.33874
H 2.61319 -1.15565 -2.32073
H 1.29435 -2.27366 -1.96269
H 2.94036 -2.88074 -2.12242
H 3.16606 -3.56259 1.84848
H 3.78462 -4.04274 0.26648
H 2.06921 -4.21272 0.61742
C -1.42956 6.63192 -3.31302
C -1.19633 5.20132 -2.91375
C -1.80899 4.66220 -1.79395
C -1.59270 3.34686 -1.39228
C -2.37634 2.83058 -0.21982
C -0.71154 2.56751 -2.14696
Te -0.14298 0.58868 -1.65428
C -0.09236 3.07218 -3.30105
C 0.83782 2.26725 -4.17736
C -0.35469 4.38680 -3.66094
H -2.33192 7.02838 -2.84970
H -1.52728 6.72626 -4.39454
H -0.59071 7.25877 -3.00307
H -2.49596 5.27190 -1.21701
H -2.50012 3.60685 0.53638
H -1.90198 1.96476 0.23796
H -3.35851 2.50879 -0.56247
H 0.48289 1.24915 -4.33343
H 1.84146 2.21865 -3.74713
H 0.91844 2.73905 -5.15554
H 0.10990 4.78240 -4.55773
*
```

## Properties
Energy above the lowest of the compared OMol25 structures with the same formula, charge and spin   53.6 kcal/mol
Highest occupied orbital energy (spin up / spin down)   -0.2437 / -0.2726 hartree
Largest force on an atom   2.4 eV/A
Gap between HOMO and LUMO (spin up / spin down)   6.2 / 7.0 eV
Expectation value of S²   0.755

Results of the Mulliken charge analysis, in e, for atoms 1 through 6: number 1, Pd, carries -0.015; number 2, N, carries -0.465; number 3, C, carries -0.212; number 4, C, carries -0.026; number 5, C, carries -1.219; number 6, C, carries 0.268

[2]
Molecular formula: C3HCsO2
Method: DFT, ωB97M-V/def2-TZVPD

Structure (ORCA input):
```
! wB97M-V def2-TZVPD RIJCOSX def2/J DEFGRID3
* xyz 0 1
O -0.18850 -1.68356 -0.52270
C -1.04760 -2.45814 -0.98678
C -1.79978 -3.27378 -1.51510
O 1.12682 5.80095 2.25840
C 1.57497 4.80078 2.01062
H -2.35809 -4.04348 -2.01102
Cs 2.69217 0.85722 0.76658
*
```

## Properties
Energy above the lowest of the compared OMol25 structures with the same formula, charge and spin   21.7 kcal/mol
Highest occupied orbital energy   -0.1838 hartree
Largest force on an atom   0.9 eV/A
Gap between HOMO and LUMO   3.6 eV

Results of the Mulliken charge analysis, in e, for atoms 1 through 6: number 1, O, carries -0.827; number 2, C, carries -0.150; number 3, C, carries -0.365; number 4, O, carries -0.111; number 5, C, carries 0.111; number 6, H, carries 0.359

[3]
Molecular formula: C12H28AlBe2Br3F4LiN2NaNbO9PS
Method: DFT, ωB97M-V/def2-TZVPD

Structure (ORCA input):
```
! wB97M-V def2-TZVPD RIJCOSX def2/J DEFGRID3
* xyz 2 1
O -4.34567 3.68133 -1.37343
C -3.65957 3.14215 -2.56094
C -2.13135 2.62574 -2.11994
C -2.08613 0.99382 -1.96895
C -1.69438 0.44268 -0.47537
Nb 0.14587 -0.89486 -0.38064
P -0.85540 -2.70261 -1.87031
O 0.24881 -2.93846 -3.20412
O -0.83390 -4.19903 -0.91243
S -2.71110 -2.42567 -2.38273
H -5.32683 3.42698 -1.48248
H -4.31154 2.28081 -3.02701
H -3.57147 3.97028 -3.41480
H -1.77493 3.22404 -1.17916
H -1.44864 2.89932 -3.06015
H -1.40629 0.44071 -2.74823
H -3.19601 0.60973 -2.18153
H -2.58915 -0.14284 0.04487
H -1.48528 1.38393 0.22742
H -0.57594 -1.75776 1.04564
H 1.65211 -1.94276 -0.23893
H 0.86509 0.02102 -1.77730
H 0.90097 0.29740 0.78505
H 0.44134 -2.08152 -3.69045
H -1.80259 -4.27353 -0.59735
N 1.47999 -2.39592 3.66359
C 1.57609 -1.15764 4.24321
C 2.37752 -1.27023 5.35731
C 2.78386 -2.62287 5.44948
C 2.21757 -3.29475 4.38938
H 0.94875 -2.61243 2.83019
H 1.06604 -0.30501 3.81534
H 2.64200 -0.46488 6.03021
H 3.42150 -3.05966 6.20719
H 2.27511 -4.33301 4.09092
C -2.28046 1.05374 4.95197
Br -2.10420 -0.85825 5.26392
Br -2.11733 2.07416 6.60006
Br -1.04501 1.68129 3.58668
H -3.29246 1.22338 4.56973
Na 4.92962 -0.48495 5.60546
Li -4.26306 1.65231 7.56949
C -6.90747 5.60786 -3.09382
O -7.37430 4.38855 -2.54640
H -6.03108 5.93756 -2.53097
H -6.63000 5.45621 -4.13984
H -7.69149 6.36540 -3.01980
H -8.15141 4.12105 -3.06585
F 8.54499 1.57420 1.63970
Al 9.30946 0.94870 3.14567
F 8.04043 0.67443 4.39385
F 10.50297 2.15086 3.75702
F 10.14932 -0.60468 2.79204
N 6.34592 -4.44638 3.95864
O 6.22474 -3.22113 4.12349
O 6.45169 -5.19791 4.94190
O 6.36127 -4.92006 2.81040
Be -3.76123 -0.25003 -0.79361
C 0.98885 -1.46187 -7.47234
C 0.80351 -0.41812 -6.38455
O 1.48745 -0.60116 -5.33941
O -0.01410 0.50188 -6.66734
H 1.70694 -2.22989 -7.16894
H 0.03261 -1.94819 -7.68706
H 1.35772 -0.98510 -8.38543
Be -0.81034 -2.34838 -8.94821
*
```

## Properties
Highest occupied orbital energy   -0.4141 hartree
Largest force on an atom   4.9 eV/A
Gap between HOMO and LUMO   1.0 eV

Results of the Mulliken charge analysis, in e, for atoms 1 through 6: number 1, O, carries -0.536; number 2, C, carries -0.412; number 3, C, carries -0.459; number 4, C, carries -0.055; number 5, C, carries -0.640; number 6, Nb, carries -0.693

[4]
Molecular formula: C2H3N3O2
Method: DFT, ωB97M-V/def2-TZVPD

Structure (ORCA input):
```
! wB97M-V def2-TZVPD RIJCOSX def2/J DEFGRID3
* xyz 0 1
N -1.67637 0.28968 -0.03518
C -0.41753 -0.32893 0.04454
N 0.03884 -1.52172 0.19834
O 1.43337 -1.31492 0.17471
C 1.76376 0.01764 -0.00176
O 2.89547 0.40492 -0.05578
N 0.51523 0.63566 -0.08148
H -2.20148 0.08714 -0.86938
H -2.21544 0.28802 0.81484
H -0.13587 1.44254 -0.18885
*
```

## Properties
Energy above the lowest of the compared OMol25 structures with the same formula, charge and spin   49.7 kcal/mol
Highest occupied orbital energy   -0.3614 hartree
Largest force on an atom   2.5 eV/A
Gap between HOMO and LUMO   10.3 eV
SMILES string   Nc1noc(=O)[nH]1

Results of the Mulliken charge analysis, in e, for atoms 1 through 6: number 1, N, carries -0.464; number 2, C, carries 0.324; number 3, N, carries -0.391; number 4, O, carries -0.138; number 5, C, carries 0.560; number 6, O, carries -0.538

[5]
Molecular formula: C24H30F18O12
Method: DFT, ωB97M-V/def2-TZVPD

Structure (ORCA input):
```
! wB97M-V def2-TZVPD RIJCOSX def2/J DEFGRID3
* xyz 0 1
C -0.00034 -4.90128 -0.46380
C -0.95108 -5.86793 -1.19426
O -0.30535 -6.22161 -2.44253
C -0.53815 -7.41715 -3.02047
O -1.34771 -8.24200 -2.66314
C 0.35036 -7.77427 -4.27892
F 1.06178 -8.83292 -3.92503
F -0.45049 -8.00855 -5.33995
F 1.22635 -6.80001 -4.63966
H 0.78870 -5.45694 0.04291
H -0.41345 -4.23485 0.29338
H 0.46281 -4.24678 -1.20219
H -1.91925 -5.40347 -1.38141
H -1.19158 -6.71389 -0.55036
C -3.18339 -0.68413 -7.17296
C -1.76848 -0.29069 -6.65876
O -1.01374 -1.46357 -6.29240
C -1.21841 -2.15273 -5.11258
O -2.03313 -1.81423 -4.24627
C -0.30169 -3.37906 -4.97872
F 0.02928 -3.60812 -3.76155
F -0.94404 -4.39917 -5.48006
F 0.77731 -3.26705 -5.74497
H -3.88129 -0.68436 -6.33568
H -3.33606 -1.57189 -7.78670
H -3.53868 0.18663 -7.72401
H -1.82691 0.48260 -5.89279
H -1.34230 0.24305 -7.50823
C 2.52080 2.97645 5.77807
C 3.89583 2.43817 5.98857
O 4.15220 2.11329 7.34562
C 4.99169 2.85747 8.12785
O 5.42186 3.93065 7.76172
C 5.16858 2.26374 9.58543
F 4.74839 1.05153 9.76828
F 6.44456 2.31818 9.91576
F 4.53865 3.04619 10.52626
H 1.75744 2.38492 6.28351
H 2.12628 2.96072 4.76209
H 2.46400 4.03114 6.04732
H 4.57741 3.17243 5.55915
H 4.10655 1.52000 5.44024
C 3.41408 0.32910 0.50192
C 3.69794 1.64190 1.24244
O 5.00562 1.73563 1.72948
C 5.99000 2.23739 1.00351
O 5.84118 2.52131 -0.20727
C 7.31836 2.51484 1.77614
F 7.53793 3.76666 2.11860
F 7.27947 1.80042 2.89877
F 8.28950 2.10006 0.97981
H 3.96153 -0.50024 0.94979
H 3.88823 0.37099 -0.47865
H 2.37661 0.03888 0.33598
H 3.04644 1.70487 2.11404
H 3.41136 2.47344 0.59862
C -8.44233 4.50292 -1.27101
C -7.92063 3.40573 -0.30629
O -6.46435 3.21156 -0.49475
C -5.85306 2.17031 0.06132
O -6.33662 1.31482 0.82396
C -4.37177 2.03010 -0.35815
F -3.63068 2.02022 0.76970
F -4.21050 0.83006 -0.89015
F -3.95925 2.96372 -1.21341
H -8.36947 4.22419 -2.32225
H -7.99082 5.47004 -1.04982
H -9.49265 4.58141 -0.99034
H -8.39221 2.43712 -0.47218
H -8.18341 3.73160 0.70012
C -0.84424 -1.39372 -0.87640
C -0.47323 0.10176 -0.81304
O -0.73256 0.62477 0.43558
C -0.09859 1.84498 0.81024
O 0.72193 2.45249 0.11347
C -0.62010 2.44962 2.10227
F 0.38504 2.78435 2.91919
F -1.31726 3.52494 1.77898
F -1.48193 1.59149 2.79801
H -0.37609 -1.84972 -0.00405
H -0.46901 -1.77066 -1.82783
H -1.92199 -1.40438 -0.71382
H -0.90188 0.63312 -1.66275
H 0.58395 0.24170 -1.03864
*
```

## Properties
Energy above the lowest of the compared OMol25 structures with the same formula, charge and spin   71.6 kcal/mol
Highest occupied orbital energy   -0.4115 hartree
Largest force on an atom   5.0 eV/A
Gap between HOMO and LUMO   11.3 eV
SMILES string   CCOC(=O)C(F)(F)F.CCOC(=O)C(F)(F)F.CCOC(=O)C(F)(F)F.CCOC(=O)C(F)(F)F.CCOC(=O)C(F)(F)F.CCOC(=O)C(F)(F)F

Results of the Mulliken charge analysis, in e, for atoms 1 through 6: number 1, C, carries -0.945; number 2, C, carries -0.391; number 3, O, carries -0.171; number 4, C, carries 0.308; number 5, O, carries -0.523; number 6, C, carries 0.877

[6]
Molecular formula: C2H3NO
Method: DFT, ωB97M-V/def2-TZVPD

Structure (ORCA input):
```
! wB97M-V def2-TZVPD RIJCOSX def2/J DEFGRID3
* xyz 0 1
H -1.83095 1.02977 -0.37938
N -1.06064 0.69272 0.30231
C -0.36142 -0.13034 -0.33935
C 0.93102 -0.38121 0.39071
O 1.96697 -0.24362 -0.18385
H -0.39295 -0.65685 -1.31653
H 0.74797 -0.31048 1.52608
*
```

## Properties
Energy above the lowest of the compared OMol25 structures with the same formula, charge and spin   31.8 kcal/mol
Highest occupied orbital energy   -0.3682 hartree
Largest force on an atom   3.5 eV/A
Gap between HOMO and LUMO   10.3 eV
SMILES string   [H]/N=C/C=O

Results of the Mulliken charge analysis, in e, for atoms 1 through 6: number 1, H, carries 0.258; number 2, N, carries -0.516; number 3, C, carries 0.061; number 4, C, carries 0.030; number 5, O, carries -0.412; number 6, H, carries 0.317